31
Properties=species:S:1:pos:R:3:forces:R:3:mulliken_charge:R:1 method="wB97M-V/def2-TZVPD" gap_ev=8.0275 total_charge=+1 e_homo_ev=-12.5 relative_energy_kcal_mol=35.7
C 4.4901 -1.8157 -0.1192 3.2 -1.8 0.3 -0.92
N 3.2664 -1.1017 -0.2959 0.8 2.1 0.9 0.04
C 2.0619 -1.6467 -0.2763 -0.9 1.0 1.0 -0.25
N 0.9641 -0.9347 -0.0805 -0.5 -0.7 -0.2 -0.39
C 0.9635 0.3678 0.1173 -4.7 3.1 -0.4 -0.01
N -0.5445 1.1646 0.2668 6.2 -2.8 0.1 -0.30
Si -2.0207 0.2829 0.1582 0.0 0.4 -0.5 0.31
C -2.1327 -0.8273 1.5972 -3.2 -2.3 -2.2 -1.07
C -2.1488 -0.5295 -1.5236 -0.1 -0.3 0.7 -1.10
C -3.2882 1.6518 0.2283 -0.9 -2.6 -3.1 -1.13
C 2.1762 1.0422 0.0758 1.4 -1.5 0.0 0.14
N 2.6981 2.2739 0.2776 -0.5 3.3 1.1 -0.03
C 4.0539 2.2114 0.1707 0.3 -0.6 -1.3 -0.34
N 4.4626 0.9828 -0.1829 0.6 1.3 1.1 -0.61
C 3.3599 0.2590 -0.1526 -2.3 0.0 -0.2 1.10
H 4.5174 -2.5755 -0.8720 0.3 -0.4 -0.8 0.38
H 5.4617 -1.1859 -0.2316 -2.2 -0.8 0.2 0.34
H 4.5988 -2.4497 0.8228 -0.7 1.4 -0.7 0.33
H 2.0364 -2.7150 -0.2885 -0.3 -0.5 -0.2 0.48
H -0.5505 2.1217 -0.0160 0.7 0.5 -0.2 0.28
H -3.2902 -0.9938 1.6888 2.0 0.2 0.4 0.25
H -1.7622 -1.8167 1.3106 -0.2 -0.2 -0.5 0.35
H -1.6437 -0.7594 2.4963 0.8 1.3 2.3 0.45
H -3.2226 -0.5478 -1.6972 -0.2 -1.1 -0.2 0.35
H -1.8377 0.0784 -2.3298 0.6 1.5 -0.6 0.37
H -1.5464 -1.4230 -1.7281 -0.8 -0.3 0.5 0.35
H -3.1481 2.4194 -0.5105 0.2 0.4 -0.5 0.37
H -4.2273 1.0915 -0.1255 0.9 1.0 0.8 0.25
H -3.4098 2.0977 1.1350 -0.6 1.0 2.7 0.38
H 2.1926 3.1649 0.5682 0.8 -1.9 -0.6 0.29
H 4.7349 3.0876 0.1987 -0.8 -0.7 0.2 0.36

=====

17
Properties=species:S:1:pos:R:3:forces:R:3:mulliken_charge:R:1 method="wB97M-V/def2-TZVPD" gap_ev=11.2931 total_charge=0 e_homo_ev=-10.3 relative_energy_kcal_mol=15.8 smiles=CCO.CC
C 1.7459 1.7507 -1.6927 -0.3 0.0 0.3 -0.95
C 0.3810 1.3827 -1.1167 -0.1 0.2 -0.9 0.12
O -0.5711 1.2886 -2.1925 -0.1 0.0 0.2 -0.54
H 2.3939 2.1736 -0.9240 0.1 -0.1 0.0 0.32
H 1.5653 2.5063 -2.4568 0.2 0.0 0.0 0.26
H 2.2280 0.8877 -2.1461 0.0 0.0 -0.1 0.29
H 0.3513 0.4020 -0.6613 0.3 0.0 0.3 -0.23
H 0.0719 2.1351 -0.3901 -0.1 -0.1 0.1 0.36
H -1.0889 2.0949 -2.2221 0.0 0.1 0.0 0.30
C -0.8440 -2.5907 1.8278 0.4 0.1 1.1 -0.87
C -0.9234 -1.0805 1.5953 -0.8 0.2 -0.7 -0.33
H -0.5909 -2.7352 2.8803 0.0 -0.2 0.0 0.25
H -1.7681 -3.1445 1.6877 -0.1 0.1 -0.4 0.27
H -0.0306 -3.0707 1.2888 -0.1 0.0 -0.3 0.31
H -0.6735 -0.4828 2.4712 0.2 -0.1 0.0 0.33
H -1.9276 -0.7518 1.3023 0.0 -0.2 0.2 0.31
H -0.3190 -0.7653 0.7490 0.3 0.0 0.2 -0.19

=====

91
Properties=species:S:1:pos:R:3:forces:R:3:mulliken_charge:R:1 method="wB97M-V/def2-TZVPD" gap_ev=7.1951 total_charge=0 e_homo_ev=-8.4 relative_energy_kcal_mol=346.0
C -1.0936 2.6869 6.6868 0.9 0.4 0.6 -0.94
C -0.9293 1.2418 5.9274 -0.2 -0.2 0.6 -0.42
C -2.1060 0.9321 4.8035 0.9 1.3 0.0 -0.18
C -1.4731 1.3328 3.3334 -0.2 1.0 1.0 -0.71
N -2.0065 0.4467 2.1879 1.1 2.3 -1.0 0.00
C -1.0928 -0.7532 2.0740 -0.7 -2.1 0.1 -0.48
C -1.3705 -1.6687 0.7020 0.9 0.3 0.6 -0.57
C -0.1920 -1.2510 -0.3565 -0.7 -0.3 -0.5 0.02
C 0.1019 -2.3482 -1.5424 0.4 -0.1 0.5 -0.44
C 1.6069 -2.0400 -2.1155 2.2 -1.3 -1.2 0.23
C 2.6037 -3.0386 -2.5881 -2.3 2.4 1.6 -0.25
C 2.2353 -4.6367 -2.6181 0.2 -0.2 -1.2 -0.43
C 2.4744 -5.1543 -4.1897 0.1 0.4 0.0 -0.45
C 1.2377 -6.0656 -4.7661 0.7 -0.7 0.4 -0.41
Cl 0.5607 -5.3045 -6.3584 0.5 -0.7 1.5 -0.22
C 4.0935 -2.4488 -3.0689 2.1 -1.0 -3.2 0.34
O 4.7663 -2.8948 -4.1370 -4.1 2.5 6.7 -0.57
C 4.6574 -1.1949 -2.1151 -3.5 2.0 0.9 -0.64
C 3.6560 -0.1944 -1.6522 1.6 -2.4 -1.2 0.39
C 3.9298 1.0925 -0.6771 -0.7 -0.9 -0.1 -0.14
C 5.5047 1.3945 -0.3416 -1.0 0.8 0.8 -0.44
C 5.5162 2.2390 1.0971 -0.3 0.2 -0.9 -0.50
C 4.9892 3.7875 0.9494 1.8 5.5 4.3 0.48
O 5.5148 4.6852 1.8245 -3.4 -5.5 -5.5 -0.57
O 3.9770 4.2777 -0.0046 1.8 -1.4 2.4 -0.43
C 2.0743 -0.4341 -2.1425 -1.9 2.9 -1.7 0.43
O 1.2942 0.5687 -2.5544 4.7 -6.1 2.7 -0.61
C -1.9177 1.3600 0.9691 2.3 0.9 -1.4 -0.11
S -0.4615 2.2235 0.5930 -2.5 -1.7 0.7 -0.11
S -3.3358 1.6240 -0.2674 1.6 -1.0 0.7 -0.11
C -2.5719 2.2375 -1.9059 0.2 1.1 -0.6 -0.35
C -2.4075 3.8793 -1.8388 -0.3 0.0 0.3 -0.27
C -1.2661 4.3779 -2.9126 -0.2 -1.2 0.2 -0.76
H -0.9089 2.5043 7.8460 -0.6 0.5 -2.5 0.22
H -0.2534 3.4680 6.3587 -1.8 -1.7 0.5 0.30
H -2.1301 3.2109 6.5379 1.9 -1.2 0.3 0.22
H 0.1651 1.2141 5.4812 -2.3 -0.1 0.7 0.36
H -0.9992 0.4024 6.7450 0.2 1.7 -1.6 0.28
H -2.9667 1.7300 5.0239 1.6 -2.1 -0.5 0.12
H -2.5127 -0.1644 4.8746 0.9 2.2 -0.3 0.23
H -1.7748 2.4734 3.1575 0.6 -2.6 0.2 0.34
H -0.2815 1.3375 3.3400 -2.5 -0.2 0.0 0.25
H -1.3758 -1.4774 2.9744 0.5 1.8 -1.7 0.27
H 0.0480 -0.5031 2.2111 -2.1 -0.2 -0.6 0.24
H -2.4456 -1.5009 0.2710 2.1 -0.1 0.9 0.24
H -1.2949 -2.7961 1.0384 0.0 2.2 -0.8 0.35
H -0.5563 -0.2578 -0.8966 1.2 -2.0 1.3 -0.31
H 0.8062 -1.0999 0.2542 -2.0 -0.1 -1.3 0.17
H -0.7420 -2.2799 -2.3519 1.8 0.0 1.3 0.28
H 0.0651 -3.4553 -1.0981 0.2 2.5 -1.0 0.26
H 1.1053 -4.8773 -2.3813 2.3 1.0 -0.2 0.22
H 2.8934 -5.2962 -1.8849 -1.3 1.7 -1.5 0.28
H 3.5035 -5.7573 -4.2232 -2.4 1.4 -0.2 0.30
H 2.5372 -4.1830 -4.8764 0.1 -2.3 1.5 0.30
H 0.3318 -6.1467 -4.0058 2.0 0.1 -1.8 0.27
H 1.6390 -7.1367 -5.0979 -1.1 2.4 0.9 0.31
H 5.7722 -1.0955 -1.7727 -2.3 -0.4 -1.1 0.18
H 3.3364 2.0083 -1.1308 1.5 -1.8 0.9 0.28
H 3.3817 0.8509 0.3557 1.1 0.4 -2.2 0.16
H 6.1190 0.4169 -0.1384 -1.2 1.9 -0.7 0.31
H 5.9429 2.0691 -1.2000 -0.6 -1.6 1.8 0.26
H 4.7748 1.7052 1.8644 1.7 1.3 -1.6 0.28
H 6.6135 2.3097 1.5594 -2.7 0.0 -1.0 0.29
H 3.5366 5.1218 0.3197 1.4 -1.4 -0.1 0.35
H -3.3651 2.0110 -2.7510 1.5 0.1 2.0 0.44
H -1.5816 1.6756 -2.1804 -1.8 1.1 0.8 0.02
H -3.4915 4.3164 -2.0709 2.4 -0.8 0.4 0.30
H -2.1560 4.2084 -0.7247 -0.3 -0.8 -2.5 0.21
H -0.3141 3.6801 -2.7472 -1.9 1.7 -0.3 0.12
H -0.9775 5.5089 -2.7942 -0.7 -2.3 -0.3 0.30
H -1.6665 4.1120 -3.9913 0.9 0.9 2.1 0.24
C -5.5816 0.6034 7.2212 0.0 -0.1 -0.1 -0.91
S -4.4701 0.8716 8.6231 0.4 0.0 -0.2 0.40
O -3.0820 1.0207 8.0758 -0.8 -0.3 0.3 -0.46
C -4.6126 -0.8009 9.2965 0.0 -0.1 0.0 -0.97
H -5.6185 1.5193 6.6267 0.1 -0.1 0.2 0.31
H -5.2099 -0.2161 6.6008 0.1 0.1 0.1 0.27
H -6.5839 0.3709 7.5888 0.1 0.0 0.0 0.40
H -4.3009 -1.5331 8.5480 0.0 0.1 0.0 0.30
H -5.6465 -0.9873 9.5965 0.1 0.1 0.0 0.39
H -3.9632 -0.8791 10.1716 -0.1 0.1 -0.1 0.31
C -0.1639 -1.8251 -7.1838 -0.1 -0.1 0.0 -0.77
S -0.8720 -0.1697 -7.0072 -0.3 -0.1 0.3 0.52
O -1.9439 -0.2471 -5.9615 0.4 -0.1 -0.5 -0.61
C -1.6876 -0.1427 -8.6212 -0.1 0.0 -0.1 -0.96
H 0.3689 -2.0751 -6.2633 -0.1 0.1 -0.1 0.12
H -0.9591 -2.5558 -7.3517 0.0 0.1 0.1 0.33
H 0.5377 -1.8349 -8.0212 0.0 0.1 0.1 0.41
H -2.3882 -0.9772 -8.7000 0.1 0.0 0.1 0.30
H -0.9361 -0.2073 -9.4116 0.0 0.0 0.1 0.34
H -2.2336 0.7986 -8.7184 0.1 -0.1 0.1 0.33

=====

8
Properties=species:S:1:pos:R:3:forces:R:3:mulliken_charge:R:1 method="wB97M-V/def2-TZVPD" gap_ev=10.0329 total_charge=0 e_homo_ev=-9.8 relative_energy_kcal_mol=35.1 smiles=N#C[C@H](O)S
N 0.9242 -1.9235 -1.4042 0.2 -0.6 -0.7 -0.34
C 0.6136 -1.2505 -0.5362 -0.5 -0.2 0.2 0.26
C 0.2085 -0.4000 0.5501 1.7 3.0 -0.1 -0.15
O -1.1529 -0.2417 0.7764 -0.1 -1.2 -1.0 -0.48
S 0.8113 1.4276 -0.1221 1.7 -1.2 3.4 -0.13
H 0.9526 -0.5891 1.4114 -2.0 0.4 -0.8 0.34
H -1.6046 -0.2944 -0.1191 0.7 0.1 1.6 0.39
H 0.1064 1.3359 -1.1464 -1.8 -0.3 -2.6 0.11

=====

53
Properties=species:S:1:pos:R:3:forces:R:3:mulliken_charge:R:1 method="wB97M-V/def2-TZVPD" gap_ev="6.4669 / 4.9914" total_charge=+2 e_homo_ev="-13.2 / -12.6" relative_energy_kcal_mol=254.6
C -0.5681 -2.4868 -6.5813 2.5 -1.1 3.1 -0.92
C -1.3265 -1.3806 -6.9590 -1.6 3.5 0.1 0.88
H -1.0244 -3.3727 -6.1413 -0.4 -0.1 -0.7 0.43
H 0.5550 -2.6086 -6.6202 -1.2 0.6 -0.2 0.32
C -1.6529 -0.0675 -6.5479 0.0 -2.1 -1.9 1.22
C -1.5887 0.6798 -5.3071 3.0 -1.6 3.1 -1.00
H -1.7388 0.0831 -4.3104 0.0 1.1 -1.8 0.20
H -0.7006 1.4181 -5.1290 -2.1 -0.8 -0.8 0.26
C -1.8688 -1.8728 -8.3103 0.1 0.6 0.0 -1.79
H -1.5461 -2.8820 -8.4246 0.1 -1.0 -0.6 0.44
H -1.4336 -1.2913 -9.1242 0.0 0.0 0.0 0.37
H -2.9488 -1.8611 -8.3850 -0.3 0.1 0.2 0.37
C -2.4203 0.7423 -7.5909 0.6 1.4 1.6 -1.53
H -3.4315 0.3802 -7.6904 -0.3 -0.2 -0.3 0.37
H -1.8938 0.8893 -8.5234 -0.1 -0.3 -0.3 0.38
H -2.4896 1.7387 -7.0979 -0.3 -0.4 -0.8 0.42
Ba -0.8050 -0.5429 0.5115 -0.7 -0.3 0.2 1.82
O 0.3120 -0.7080 -1.5692 0.6 -1.2 -0.2 -0.64
C 1.0133 -0.3944 -2.5548 -1.5 -2.5 -3.3 0.45
O 0.4995 1.5730 -0.4506 2.7 0.6 -3.4 -0.68
C 1.2674 1.7446 -1.4691 -2.1 -0.5 2.6 0.13
O 2.0875 2.7720 -1.5393 -0.5 -0.9 -0.9 -0.31
N 1.3236 0.9366 -2.6214 1.1 1.8 0.6 0.34
C 2.7127 2.7591 -2.8748 1.1 2.7 0.5 -0.46
C 2.0961 1.6856 -3.6542 -1.3 -2.3 -1.1 -0.41
H 3.7872 2.6086 -2.7668 -0.1 0.2 0.3 0.31
H 2.5137 3.7705 -3.3200 0.3 -1.0 0.6 0.32
H 2.8000 0.9896 -4.1260 0.0 0.3 0.2 0.49
H 1.4312 2.0691 -4.4509 0.1 -0.3 0.5 0.13
C 1.3122 -1.4608 -3.6824 -2.1 4.7 -0.1 -0.37
C 0.2540 -2.4608 -3.6350 -1.9 -1.5 -3.1 -0.43
H 1.2234 -0.7066 -4.8888 1.0 -2.7 3.4 0.10
H -0.9739 -2.2217 -3.7284 3.1 -0.4 1.4 0.19
H 0.4243 -3.6154 -3.9420 -0.1 2.9 0.5 0.29
N -0.9523 1.8905 1.8163 0.5 0.1 -1.3 -0.53
C -0.6905 1.7573 3.1830 0.1 -0.2 1.9 0.38
C -1.4293 2.4066 4.1874 0.7 -0.3 -1.3 -0.73
C -1.2192 2.0938 5.5458 1.1 -0.9 0.5 -0.71
C -0.2529 1.1553 5.9275 -0.3 0.5 0.1 -0.81
C 0.5210 0.4568 4.9484 -1.1 1.0 -0.1 0.59
C 1.3868 -0.6056 5.2487 0.5 -0.7 0.2 -0.40
C 1.8817 -1.4179 4.2389 0.1 0.1 0.7 -0.75
C 1.4951 -1.1482 2.9250 -0.3 0.8 -0.7 -0.05
N 0.7370 -0.0955 2.5977 0.5 -0.2 0.4 -0.29
C 0.2781 0.7568 3.5831 -0.7 -0.8 -0.6 0.66
H -1.5722 2.6741 1.5879 0.5 -0.3 0.1 0.18
H -0.1107 1.8441 1.1683 -1.1 1.1 1.5 0.52
H -2.1637 3.1659 3.8826 0.3 -0.4 0.3 0.30
H -1.8122 2.5792 6.3215 0.2 -0.1 -0.3 0.40
H -0.0977 0.9012 6.9894 -0.1 0.3 -0.6 0.35
H 1.6226 -0.8029 6.3079 -0.1 0.0 -0.7 0.40
H 2.5466 -2.2566 4.4450 -0.3 0.2 0.0 0.39
H 1.8219 -1.7892 2.0751 -0.2 0.4 0.7 0.39

=====

14
Properties=species:S:1:pos:R:3:forces:R:3:mulliken_charge:R:1 method="wB97M-V/def2-TZVPD" multiplicity=2 gap_ev="10.2656 / 5.8600" total_charge=+2 e_homo_ev="-19.0 / -19.0" s_squared=0.755
O 0.4080 1.3505 -2.4779 0.1 0.0 -0.4 -0.16
C 0.0515 1.2949 -1.2007 -0.2 -0.3 0.6 -0.18
C 0.6732 0.1268 -0.4638 0.0 -0.2 -0.4 -0.44
O 0.2541 0.1840 0.8831 -0.8 0.0 0.1 -0.33
H -0.0236 2.0740 -2.9771 0.0 0.2 -0.2 0.44
H -1.0795 1.3785 -1.1000 0.1 0.0 0.0 0.38
H 0.1941 2.3134 -0.7070 0.1 0.0 0.0 0.41
H 1.7683 0.2080 -0.4970 -0.2 0.0 0.0 0.34
H 0.3622 -0.8153 -0.9350 0.1 0.2 0.0 0.36
C -0.4295 -0.8527 1.4244 2.5 -0.9 -0.1 0.79
O -0.6723 -1.8898 0.8410 -1.1 -0.1 -0.6 -0.50
Cu -1.4114 -4.0685 1.4039 0.2 0.8 -0.1 0.90
O -0.5010 -0.7306 2.7147 0.4 0.0 1.3 -0.43
H 0.4060 -0.5732 3.0915 -1.1 0.4 -0.2 0.40